{"formula": "C24H66N4O11", "method": "ωB97M-V/def2-TZVPD", "fmax_ev_per_a": 4.3, "charge": 1, "e_tot_ev": -54424.494, "s2": 0.75, "spin_multiplicity": 2, "species": ["O", "O", "O", "O", "O", "O", "O", "O", "O", "O", "O", "N", "N", "N", "N", "C", "C", "C", "C", "C", "C", "C", "C", "C", "C", "C", "C", "C", "C", "C", "C", "C", "C", "C", "C", "C", "C", "C", "C", "H", "H", "H", "H", "H", "H", "H", "H", "H", "H", "H", "H", "H", "H", "H", "H", "H", "H", "H", "H", "H", "H", "H", "H", "H", "H", "H", "H", "H", "H", "H", "H", "H", "H", "H", "H", "H", "H", "H", "H", "H", "H", "H", "H", "H", "H", "H", "H", "H", "H", "H", "H", "H", "H", "H", "H", "H", "H", "H", "H", "H", "H", "H", "H", "H", "H"], "positions_angstrom": [[0.597, -2.291, 1.780], [2.746, -1.153, -3.403], [-3.070, -2.316, -1.379], [-5.465, 1.994, -3.704], [0.902, -5.609, -6.572], [4.174, 1.027, 5.125], [-1.834, 2.015, -0.598], [-2.893, 1.322, 4.860], [-2.628, 0.351, 2.151], [4.107, 5.565, 5.111], [0.031, 0.355, 1.152], [-0.527, -0.366, 3.967], [2.926, 3.401, 3.794], [2.866, -3.243, -5.560], [-3.600, -0.736, -3.555], [2.311, -5.584, -6.250], [4.108, 6.634, 6.118], [0.084, -2.644, 3.105], [0.733, -3.312, 0.830], [3.198, 0.963, 4.105], [4.521, -0.209, 5.673], [3.092, 2.138, 3.134], [3.495, 4.512, 3.030], [-2.988, -1.625, -0.134], [2.937, -4.211, -6.686], [-4.739, 1.306, -4.652], [0.420, -1.501, 4.158], [-4.635, -1.033, -2.545], [3.545, -1.979, -5.718], [-1.519, 1.695, 4.793], [-6.845, 2.284, -4.135], [-3.774, 2.430, 4.791], [-0.598, 0.499, 5.103], [3.194, 5.687, 3.998], [0.525, -5.680, -7.960], [2.090, -0.222, -2.496], [2.706, -0.873, -4.800], [-3.536, 0.679, -4.094], [-4.365, -2.402, -1.911], [0.930, -6.605, -8.371], [-7.215, 2.980, -3.383], [0.336, -0.531, 0.958], [2.144, 5.697, 4.291], [4.556, 4.492, 2.782], [-2.462, 0.495, 3.083], [2.751, -6.344, -6.895], [-3.548, 3.203, 5.525], [2.256, 1.000, 4.652], [-3.054, 1.155, 1.856], [-3.131, -0.556, -0.293], [3.382, -1.685, -6.755], [3.293, 6.673, 3.545], [1.212, 0.298, -2.880], [1.868, -0.615, -1.504], [-0.998, -2.781, 3.089], [3.123, 4.722, 2.027], [3.882, 2.131, 2.382], [1.123, -2.907, -0.103], [-1.391, 2.215, 3.844], [4.876, 0.060, 6.668], [0.761, -4.783, -8.533], [-0.962, 1.918, -0.215], [2.468, -3.874, -7.610], [2.448, -5.865, -5.205], [3.045, 0.123, -5.083], [0.390, 0.835, 5.420], [3.204, -0.001, 3.596], [-1.989, -1.617, 0.302], [-1.259, 2.329, 5.641], [-1.670, 2.260, -1.509], [-2.802, 0.561, -4.892], [-3.647, -2.138, 0.566], [-0.911, 0.261, 1.292], [2.184, 1.822, 2.620], [4.545, -2.097, -5.301], [4.696, 6.215, 6.934], [1.719, -0.882, -5.263], [-3.814, 2.915, 3.815], [-5.523, -1.196, -3.157], [-4.993, -0.306, -1.816], [3.967, -4.259, -7.039], [-4.356, 1.926, -5.463], [-0.564, -5.668, -7.981], [0.518, -3.589, 3.433], [-4.749, 1.987, 4.995], [-0.997, -0.178, 5.859], [0.231, -1.962, 5.128], [5.312, -0.706, 5.111], [-7.511, 1.426, -4.226], [-0.229, -3.789, 0.641], [-3.398, 1.416, -3.303], [-5.163, -2.630, -1.204], [4.513, 7.602, 5.822], [1.455, -4.046, 1.187], [-6.931, 2.722, -5.129], [1.883, -3.058, -5.419], [3.300, 3.367, 4.731], [3.139, 6.873, 6.556], [-0.193, 0.197, 3.198], [-5.312, 0.590, -5.241], [-4.352, -3.236, -2.613], [-2.683, -0.864, -3.152], [3.743, -0.971, 5.630], [1.466, -1.196, 4.137], [2.798, 0.602, -2.403]]}